A:
Below is a 6-piece molecular cluster, C2H15NO5 overall, with properties calculated with the ωB97M-V functional and the def2-TZVPD basis.

Each line ends with the natural charge from an NBO analysis.
Geometry (Å):
C 1.064 -0.099 -1.328  -0.555
C 1.893 0.926 -1.152  0.030
N 2.011 1.780 -0.078  -0.842
H 0.381 -0.546 -0.619  0.178
H 1.060 -0.700 -2.231  0.208
H 2.458 1.264 -2.016  0.187
H 1.251 1.801 0.577  0.390
H 2.899 2.116 0.241  0.391
H -0.635 -3.339 0.363  0.471
H 0.795 -2.862 -0.100  0.483
O 0.115 -3.534 -0.203  -0.951
H 0.510 0.012 1.392  0.489
H -0.243 -0.681 2.492  0.463
O 0.561 -0.772 1.973  -0.964
H -2.551 1.048 -1.423  0.482
H -1.332 0.460 -1.990  0.499
O -1.594 1.208 -1.435  -0.931
H -0.904 2.078 1.506  0.485
H -1.249 1.284 0.165  0.520
O -0.778 1.241 1.046  -1.023
H -2.109 -0.272 1.375  0.480
H -1.357 -1.359 0.618  0.470
O -2.247 -1.053 0.825  -0.960

Results
SMILES string	C=CN.O.O.O.O.O
Kohn-Sham gap	8.721	eV
net charge	0
lowest unoccupied orbital energy	0.2	eV



B:
Below is a 6-piece molecular cluster, C2H15NO5 overall, with properties calculated with the ωB97M-V functional and the def2-TZVPD basis.

Each line ends with the natural charge from an NBO analysis.
Geometry (Å):
C 0.409 1.772 -0.323  -0.554
C -0.753 1.406 -0.870  0.018
N -2.070 1.384 -0.240  -0.851
H 0.242 2.397 0.513  0.196
H 1.356 1.875 -0.895  0.230
H -0.934 0.828 -1.900  0.191
H -2.191 2.116 0.491  0.387
H -2.859 1.225 -0.716  0.380
H 1.971 -0.363 1.061  0.482
H 2.925 -0.661 1.944  0.456
O 2.737 0.089 1.388  -0.953
H -1.012 0.797 1.666  0.475
H -0.778 1.337 2.963  0.448
O -1.412 1.008 2.507  -0.922
H 2.229 -1.090 -1.789  0.512
H 0.914 -0.726 -2.784  0.515
O 1.284 -1.178 -1.984  -0.998
H -1.411 -1.249 -0.452  0.484
H -0.656 -2.113 -1.520  0.469
O -1.503 -1.793 -1.318  -0.952
H 0.302 -2.357 1.067  0.501
H 0.816 -1.541 -0.327  0.514
O 0.849 -1.780 0.596  -1.026

Results
SMILES string	C=CN.O.O.O.O.O
Kohn-Sham gap	9.109	eV
net charge	0
lowest unoccupied orbital energy	0.3	eV



Which is most stable? The ranking, best first, is A, B.